18
Properties=species:S:1:pos:R:3 method="wB97M-V/def2-TZVPD" relative_energy_kcal_mol=8.6 spin_multiplicity=1 lumo_energy_ev=-3.2 homo_lumo_gap_ev=11.8 homo_energy_ev=-14.961 charge=+1 e_tot_ev=-8884.503
C -0.071 0.559 0.538
C -1.504 0.131 0.254
C -2.503 1.241 0.590
O -1.564 -0.229 -1.110
N 0.851 -0.360 -0.249
H 0.129 1.559 0.166
H 0.141 0.402 1.583
H -1.776 -0.703 0.902
H -2.428 1.733 1.544
H -3.515 0.827 0.514
H -2.504 2.002 -0.199
H -2.451 -0.489 -1.388
H 0.333 -0.755 -1.042
H 1.276 -1.131 0.272
H 1.592 0.201 -0.661
H 4.152 -1.268 0.835
H 4.550 -0.852 -0.621
O 3.806 -1.127 -0.054

***

73
Properties=species:S:1:pos:R:3 method="wB97M-V/def2-TZVPD" relative_energy_kcal_mol=57.3 spin_multiplicity=3 lumo_energy_ev="-2.9 / -5.6" homo_lumo_gap_ev="4.2 / 1.7" homo_energy_ev="-7.101 / -7.313" charge=+1 e_tot_ev=-50590.361
Au -0.323 0.133 -1.862
C -2.159 1.633 1.254
C -2.546 0.753 0.210
C -2.339 -0.488 2.115
C -2.043 0.863 2.438
C -2.625 -0.559 0.732
C -2.053 3.098 1.126
H -1.685 3.379 0.128
H -1.378 3.523 1.881
H -3.036 3.587 1.256
C -1.705 1.365 3.785
H -1.897 2.443 3.863
H -0.643 1.191 4.020
H -2.288 0.850 4.563
C -2.501 -1.582 3.095
H -3.565 -1.726 3.349
H -1.971 -1.351 4.025
H -2.137 -2.539 2.701
C -3.021 -1.760 -0.039
H -4.057 -1.668 -0.408
H -2.968 -2.667 0.580
H -2.373 -1.899 -0.919
C -3.004 1.209 -1.121
H -3.852 1.907 -1.036
H -3.313 0.354 -1.731
H -2.194 1.748 -1.644
C 1.499 0.894 -2.407
C 0.376 1.782 -2.699
C -0.164 1.846 -4.130
C -1.100 0.637 -4.556
C -1.169 -0.487 -3.540
C 0.066 -1.222 -3.317
C 1.300 -0.953 -4.168
C 2.212 0.166 -3.528
H 0.643 1.934 -4.879
H -0.756 0.243 -5.525
H -0.775 2.766 -4.218
H 2.468 0.840 -4.375
H 2.113 1.129 -1.542
H 0.407 2.737 -2.120
H 3.166 -0.302 -3.194
H 1.876 -1.899 -4.317
H -0.067 -2.248 -2.925
H 1.068 -0.586 -5.200
H -2.132 1.000 -4.706
H -2.086 -1.082 -3.443
P 2.382 2.077 1.869
C 1.547 2.475 3.366
H 2.104 3.277 3.871
H 1.497 1.592 4.022
H 0.532 2.841 3.138
C 4.054 1.514 1.961
H 4.670 2.372 2.265
H 4.393 1.146 0.978
H 4.152 0.705 2.699
C 2.053 3.247 0.561
H 2.180 2.798 -0.438
H 2.755 4.088 0.666
H 1.028 3.646 0.628
P 1.310 -3.667 0.948
C 0.009 -4.914 0.720
H 0.442 -5.938 0.691
H -0.449 -4.678 -0.282
H -0.790 -4.868 1.503
C 2.951 -4.088 0.343
H 2.894 -4.006 -0.779
H 3.178 -5.128 0.640
H 3.761 -3.404 0.686
C 1.169 -2.831 2.505
H 1.254 -3.600 3.312
H 0.139 -2.379 2.568
H 1.943 -2.036 2.637
F 1.572 0.766 1.349

***

9
Properties=species:S:1:pos:R:3 method="wB97M-V/def2-TZVPD" relative_energy_kcal_mol=109.5 spin_multiplicity=1 lumo_energy_ev="-3.3 / -3.3" homo_lumo_gap_ev="6.2 / 6.2" homo_energy_ev="-9.489 / -9.489" charge=0 e_tot_ev=-46123.796
C 0.313 0.204 -0.643
C -0.571 1.457 -0.543
C 0.689 1.620 0.083
F 0.704 -0.178 -1.833
F -1.153 1.998 -1.613
Cl -2.555 1.371 1.785
Cl 1.939 2.670 -0.425
Cl 0.657 1.404 1.798
H 0.166 -0.639 0.137

***

55
Properties=species:S:1:pos:R:3 method="wB97M-V/def2-TZVPD" relative_energy_kcal_mol=0.0 spin_multiplicity=1 lumo_energy_ev=2.4 homo_lumo_gap_ev=10.6 homo_energy_ev=-8.186 charge=-1 e_tot_ev=-84268.077
Ca -0.524 -0.102 1.474
B -0.797 -2.673 0.339
F 0.300 -1.859 0.131
F -1.549 -2.019 1.391
F -1.622 -2.680 -0.764
F -0.329 -3.932 0.739
B -0.517 3.003 1.301
F -0.412 4.189 2.012
F -1.433 2.085 1.796
F -0.749 3.322 -0.058
F 0.761 2.350 1.365
B -0.039 -0.571 3.965
F 0.382 -1.574 3.099
F 0.185 -0.886 5.278
F 0.725 0.554 3.512
F -1.333 -0.191 3.592
C -6.307 -1.719 -1.368
C -6.050 -0.707 -0.246
C -5.971 -1.255 1.170
O -4.710 -0.809 1.657
C -4.022 -0.187 0.641
O -2.900 0.182 0.704
O -4.769 -0.138 -0.452
H -7.036 -2.494 -1.112
H -5.405 -2.263 -1.639
H -6.759 -1.159 -2.186
H -6.796 0.086 -0.338
H -5.954 -2.347 1.169
H -6.826 -0.946 1.770
C 2.566 1.417 -4.098
C 1.175 1.961 -3.682
C -0.097 1.298 -4.306
O -0.890 1.081 -3.161
C -0.150 1.031 -2.048
O -0.524 0.641 -0.995
O 1.093 1.456 -2.339
H 2.772 1.925 -5.053
H 2.590 0.357 -4.327
H 3.258 1.763 -3.338
H 1.126 3.045 -3.791
H 0.056 0.403 -4.911
H -0.574 2.037 -4.952
C 6.593 0.053 0.525
C 5.480 -0.749 1.163
C 5.149 -0.463 2.637
O 3.786 -0.075 2.623
C 3.287 -0.128 1.361
O 2.156 0.080 1.094
O 4.255 -0.397 0.502
H 7.520 -0.066 1.087
H 6.402 1.113 0.355
H 6.721 -0.326 -0.492
H 5.650 -1.800 0.928
H 5.735 0.393 2.976
H 5.324 -1.307 3.300

***

98
Properties=species:S:1:pos:R:3 method="wB97M-V/def2-TZVPD" relative_energy_kcal_mol=68.5 spin_multiplicity=2 lumo_energy_ev="4.0 / 4.0" homo_lumo_gap_ev="5.2 / 5.4" homo_energy_ev="-1.210 / -1.351" charge=-2 e_tot_ev=-373160.966
Ti -0.081 0.456 -1.633
C -4.071 -4.016 -1.587
C -3.471 -3.657 -2.947
N -3.285 -2.239 -3.102
C -2.158 -1.597 -2.692
S -2.252 0.109 -2.544
N -1.077 -2.249 -2.427
N 0.025 -1.520 -2.068
C 1.160 -2.182 -2.317
C 1.076 -3.467 -3.105
C 2.422 -1.754 -1.835
C 3.624 -2.342 -2.317
C 4.815 -2.085 -1.698
C 4.815 -1.267 -0.566
C 3.625 -0.657 -0.221
N 2.469 -0.825 -0.841
H -4.210 -5.092 -1.495
H -3.408 -3.674 -0.794
H -5.035 -3.526 -1.460
H -2.491 -4.127 -3.058
H -4.119 -4.010 -3.758
H -4.108 -1.655 -3.134
H 1.031 -3.247 -4.175
H 1.923 -4.118 -2.900
H 0.154 -3.978 -2.834
H 3.598 -2.956 -3.204
H 5.741 -2.501 -2.082
H 5.715 -1.062 -0.005
H 3.617 0.031 0.613
Se 0.591 4.934 -3.916
Sb -0.527 2.816 -3.531
Se -1.436 2.556 -1.145
Se 1.135 0.854 -3.721
Se -2.233 2.620 -5.249
C 2.009 1.443 2.395
N 1.348 1.066 1.162
P 1.536 1.948 -0.239
C 3.345 2.331 -0.514
C 4.093 3.024 0.435
C 5.441 3.263 0.241
C 6.065 2.841 -0.922
C 5.320 2.207 -1.901
C 3.975 1.951 -1.693
C 1.130 3.672 0.266
C 1.527 4.711 -0.571
C 1.121 6.008 -0.311
C 0.346 6.280 0.805
C -0.056 5.249 1.640
C 0.314 3.947 1.360
P -0.147 -0.186 0.764
C -0.923 0.318 2.367
C -1.862 1.346 2.363
C -2.584 1.656 3.498
C -2.372 0.946 4.670
C -1.415 -0.052 4.698
C -0.696 -0.367 3.555
C 0.653 -1.782 1.173
C 1.811 -1.841 1.942
C 2.382 -3.055 2.274
C 1.806 -4.240 1.849
C 0.674 -4.197 1.053
C 0.111 -2.981 0.711
H 2.004 2.526 2.560
H 3.059 1.116 2.427
H 1.487 0.986 3.242
H 3.613 3.396 1.329
H 6.004 3.789 1.002
H 7.123 3.023 -1.071
H 5.780 1.903 -2.833
H 3.416 1.458 -2.477
H 2.125 4.499 -1.452
H 1.389 6.791 -1.005
H 0.026 7.293 1.012
H -0.681 5.455 2.501
H -0.059 3.137 1.976
H -2.064 1.884 1.445
H -3.328 2.440 3.466
H -2.961 1.162 5.552
H -1.236 -0.604 5.614
H 0.026 -1.173 3.589
H 2.274 -0.930 2.283
H 3.282 -3.076 2.876
H 2.241 -5.189 2.136
H 0.215 -5.116 0.709
H -0.772 -2.972 0.083
C -1.831 -0.998 0.531
C -3.047 -0.994 0.506
C -4.456 -0.984 0.583
C -5.130 -1.986 1.286
C -6.498 -1.909 1.458
C -7.206 -0.837 0.937
C -6.544 0.151 0.224
C -5.176 0.083 0.040
H -4.564 -2.805 1.712
H -7.013 -2.679 2.018
H -8.274 -0.767 1.100
H -7.096 0.991 -0.176
H -4.653 0.858 -0.505

***

89
Properties=species:S:1:pos:R:3 method="wB97M-V/def2-TZVPD" relative_energy_kcal_mol=27.1 spin_multiplicity=1 lumo_energy_ev=3.9 homo_lumo_gap_ev=5.8 homo_energy_ev=-1.841 charge=-2 e_tot_ev=-195340.839
Pd -0.166 0.312 -0.367
C -0.382 -0.294 4.228
C 0.810 0.239 5.004
As 0.352 0.592 6.899
C -0.709 2.199 6.547
C -0.154 3.345 5.994
C -0.940 4.448 5.720
C -2.297 4.418 5.993
C -2.866 3.277 6.534
C -2.073 2.178 6.811
C 1.969 1.550 7.510
C 1.886 2.293 8.687
C 2.987 2.956 9.197
C 4.206 2.880 8.540
C 4.307 2.135 7.378
C 3.200 1.473 6.873
P -0.168 -0.212 2.318
C -0.018 1.630 2.349
C 1.098 2.450 2.238
C 0.968 3.829 2.293
C -0.280 4.408 2.423
C -1.406 3.603 2.507
C -1.272 2.232 2.484
C 1.467 -1.063 2.464
C 1.296 -2.427 2.708
C 2.374 -3.258 2.938
C 3.660 -2.735 2.944
C 3.846 -1.389 2.680
C 2.762 -0.564 2.426
H -1.280 0.286 4.464
H -0.579 -1.334 4.500
H 1.154 1.180 4.562
H 1.632 -0.480 4.965
H 0.905 3.373 5.768
H -0.494 5.329 5.282
H -2.912 5.280 5.776
H -3.928 3.245 6.736
H -2.515 1.280 7.232
H 0.931 2.354 9.200
H 2.901 3.531 10.109
H 5.070 3.399 8.935
H 5.255 2.070 6.862
H 3.295 0.893 5.964
H 2.080 2.042 2.064
H 1.852 4.453 2.203
H -0.383 5.487 2.423
H -2.393 4.045 2.556
H -2.150 1.598 2.509
H 0.291 -2.822 2.664
H 2.220 -4.320 3.088
H 4.512 -3.382 3.122
H 4.845 -0.976 2.657
H 2.951 0.465 2.176
C -1.160 -3.042 -2.236
O -0.582 -1.795 -1.892
C -0.464 -1.543 -0.564
O -0.693 -2.391 0.275
H -0.971 -3.208 -3.298
H -2.238 -3.017 -2.045
H -0.700 -3.836 -1.633
O -2.220 0.729 0.058
S -1.858 1.882 -0.839
O -2.892 2.908 -0.789
O -0.548 2.429 -0.353
O -1.658 1.354 -2.203
Ge 2.034 -0.041 -0.856
C 3.152 1.616 -0.667
C 4.480 1.698 -0.266
C 5.065 2.924 0.011
C 4.334 4.092 -0.119
C 3.022 4.029 -0.558
C 2.443 2.803 -0.822
C 2.178 -0.379 -2.818
C 3.147 -1.165 -3.428
C 3.171 -1.345 -4.801
C 2.233 -0.705 -5.595
C 1.250 0.074 -5.002
C 1.208 0.213 -3.624
H 3.088 -1.104 -0.384
H 5.043 0.780 -0.150
H 6.096 2.982 0.343
H 4.787 5.045 0.130
H 2.441 4.935 -0.667
H 1.391 2.753 -1.083
H 3.877 -1.659 -2.801
H 3.922 -1.978 -5.264
H 2.269 -0.825 -6.673
H 0.515 0.567 -5.628
H 0.387 0.756 -3.150

***

9
Properties=species:S:1:pos:R:3 method="wB97M-V/def2-TZVPD" relative_energy_kcal_mol=90.6 spin_multiplicity=1 lumo_energy_ev=0.8 homo_lumo_gap_ev=10.2 homo_energy_ev=-9.421 charge=0 e_tot_ev=-9752.161
C 0.726 -1.447 1.343
C 0.046 0.369 0.806
N 0.639 -0.669 -0.077
O 1.009 -2.538 1.661
O 0.319 -0.306 1.961
O -0.281 -1.126 -0.893
H 0.433 1.445 0.724
H -1.056 0.385 0.606
H 0.238 -1.729 -1.471

***

42
Properties=species:S:1:pos:R:3 method="wB97M-V/def2-TZVPD" relative_energy_kcal_mol=14.6 spin_multiplicity=1 lumo_energy_ev=1.9 homo_lumo_gap_ev=4.6 homo_energy_ev=-2.721 charge=-1 e_tot_ev=-46530.261
Hf -0.494 -0.378 1.138
N -0.482 1.919 1.851
N -1.532 2.593 1.238
C -2.476 1.852 0.496
O -3.337 2.426 -0.189
O -2.221 0.564 0.627
H -0.584 1.867 2.860
H 0.375 2.509 1.881
H -1.631 3.604 1.384
O 1.146 -1.355 4.681
S 0.576 -0.954 3.437
O -0.834 -0.313 3.462
O 1.422 -0.025 2.521
O 0.254 -2.052 2.459
N -5.172 -2.510 -2.644
C -4.251 -1.969 -1.862
N -4.089 -0.666 -1.729
N -3.594 -2.807 -1.017
C -2.511 -2.469 -0.408
N -1.521 -2.096 0.132
H -5.875 -1.933 -3.127
H -5.179 -3.521 -2.726
H -4.469 0.006 -2.359
H -3.615 -0.248 -0.954
C 1.422 2.620 -1.182
C 2.423 1.545 -0.805
C 3.784 1.800 -0.785
C 4.694 0.752 -0.753
C 4.254 -0.590 -0.581
C 2.890 -0.935 -0.453
C 2.495 -2.288 0.072
C 1.924 0.150 -0.527
N 0.713 -0.163 -0.405
H 1.739 3.612 -1.017
H 0.456 2.400 -0.687
H 1.243 2.592 -2.267
H 4.122 2.843 -1.065
H 5.791 0.874 -0.725
H 5.033 -1.392 -0.512
H 3.226 -3.053 -0.154
H 1.550 -2.630 -0.427
H 2.335 -2.184 1.122

***

64
Properties=species:S:1:pos:R:3 method="wB97M-V/def2-TZVPD" spin_multiplicity=1 lumo_energy_ev=-1.1 homo_lumo_gap_ev=7.6 homo_energy_ev=-8.753 charge=0 smiles="C#Cc1cc(O)c2c(c1[C@H](C)CC)C(=O)C(COc1ccccc1)=C(CC=C)C2=O.O=C1OC[C@@H](F)O1" e_tot_ev=-47556.133
C -0.072 -2.885 5.385
C -0.024 -1.890 4.694
C 0.198 -0.716 3.828
C -0.049 0.534 4.442
C 0.089 1.743 3.731
O -0.190 2.896 4.412
C 0.480 1.653 2.377
C 0.753 0.393 1.757
C 0.605 -0.831 2.473
C 0.861 -2.210 1.839
C 2.323 -2.389 1.305
C -0.244 -2.632 0.799
C -1.247 -3.688 1.358
C 1.201 0.456 0.304
O 1.078 -0.441 -0.497
C 1.826 1.768 -0.219
C 2.760 1.601 -1.444
O 2.110 2.002 -2.668
C 1.342 0.990 -3.204
C 1.838 -0.274 -3.558
C 1.051 -1.308 -4.064
C -0.344 -1.133 -4.244
C -0.867 0.175 -3.895
C -0.041 1.196 -3.387
C 1.571 2.958 0.344
C 2.266 4.213 -0.211
C 1.516 5.541 0.027
C 0.285 5.809 -0.423
C 0.610 2.951 1.539
O -0.091 3.879 1.863
H -0.283 -3.657 6.110
H -0.349 0.560 5.499
H 0.574 3.490 4.395
H 0.760 -2.937 2.674
H 2.435 -2.199 0.227
H 2.572 -3.464 1.456
H 3.034 -1.830 1.942
H 0.194 -2.909 -0.180
H -0.840 -1.712 0.598
H -1.632 -3.325 2.328
H -0.760 -4.677 1.406
H -2.109 -3.733 0.661
H 3.625 2.288 -1.350
H 3.184 0.584 -1.495
H 2.911 -0.460 -3.406
H 1.473 -2.296 -4.304
H -0.969 -1.954 -4.619
H -1.948 0.338 -4.012
H -0.497 2.160 -3.124
H 3.237 4.300 0.330
H 2.520 4.155 -1.284
H 2.023 6.330 0.613
H -0.407 6.442 0.155
H -0.076 5.422 -1.391
O -3.197 -4.156 -3.328
C -3.591 -3.255 -2.668
O -3.569 -1.951 -3.061
C -4.247 -1.207 -2.046
C -4.111 -2.098 -0.845
F -5.180 -1.980 -0.019
O -4.114 -3.392 -1.414
H -5.288 -1.057 -2.340
H -3.780 -0.234 -1.897
H -3.191 -1.950 -0.275

***

9
Properties=species:S:1:pos:R:3 method="wB97M-V/def2-TZVPD" relative_energy_kcal_mol=21.4 spin_multiplicity=1 lumo_energy_ev=0.9 homo_lumo_gap_ev=10.0 homo_energy_ev=-9.025 charge=0 smiles=NO.N e_tot_ev=-5123.048
N -1.186 0.567 -0.194
O -2.216 -0.499 0.001
H -1.319 1.169 0.600
H -0.339 -0.002 -0.084
H -3.044 -0.141 -0.273
N 1.713 -0.098 -0.069
H 2.539 0.506 0.199
H 1.729 -0.892 0.668
H 2.123 -0.610 -0.848